Entry 1:
# C2H7I3NSi

A molecular structure, C2H7I3NSi at a distorted geometry (ωB97M-V/def2-TZVPD, OMol25).

Structure (XYZ):
```
14
Properties=species:S:1:pos:R:3:forces:R:3:mulliken_charge:R:1
C 1.73879 -0.86265 0.48028 -0.302 -1.221 1.354 -0.904
C 0.03333 0.47840 -0.90810 -2.776 -1.432 -0.349 -0.853
N 0.85213 0.43726 0.26259 1.691 -0.130 4.448 -0.155
Si -2.28078 0.30088 -0.39699 2.241 0.318 0.123 0.352
I -3.46249 -1.62951 -1.36524 0.512 0.971 0.195 0.077
I -1.79091 -0.32667 1.98999 -0.514 0.304 -0.290 -0.036
I -3.14343 2.62372 -0.64044 0.286 -1.244 0.069 0.033
H 1.14017 -1.78923 0.62573 -0.400 0.899 -0.849 0.379
H 2.52905 -1.09498 -0.29188 -1.167 1.049 0.496 0.374
H 2.21651 -0.90626 1.50218 -0.255 1.153 -1.067 0.358
H 0.24024 -0.49415 -1.38575 -0.331 1.012 -0.787 0.369
H 0.14143 1.43200 -1.41430 0.039 -0.384 -0.457 0.418
H 1.59521 1.15812 0.30063 -0.794 -0.017 -0.361 0.391
H 0.19075 0.67305 1.24129 1.769 -1.280 -2.522 0.196
```
Positions in Å, forces in eV/Å.

F_max in eV/A: 4.76
Energy relative to the best compared isomer or geometry (same formula, charge and spin) in kJ/mol: 146.9
Charge: +1
DFT total energy in eV: -35851.6147



Entry 2:
# C2H7IOSi

2 unconnected molecules or ions with the total composition C2H7IOSi at a distorted geometry (ωB97M-V/def2-TZVPD, OMol25).

Structure (XYZ):
```
12
Properties=species:S:1:pos:R:3:forces:R:3:mulliken_charge:R:1
C -0.06215 1.02268 -0.08661 0.991 -0.892 0.424 -0.808
C 0.43142 0.13200 -1.22000 -3.044 -2.006 1.252 -0.307
O 0.81668 -1.06062 -0.54532 1.552 -0.788 -0.320 -0.489
Si -1.07921 -3.64800 2.06858 0.673 0.095 0.301 0.156
I -0.52181 -1.78346 3.72142 -0.447 -0.487 -0.579 -0.117
H -0.72084 1.66808 -0.53813 -1.612 2.228 -0.549 0.352
H -0.61698 0.43185 0.67271 0.373 0.156 -0.688 0.174
H 0.74151 1.54901 0.44022 -0.101 0.008 -0.230 0.291
H 1.22773 0.47363 -1.83112 0.525 0.728 -0.674 0.306
H -0.47993 -0.23070 -1.84484 1.596 1.022 0.664 0.199
H -2.49700 -3.32682 1.66758 -0.173 0.453 0.223 -0.048
H 1.73337 -0.88845 -0.27933 -0.331 -0.517 0.177 0.290
```
Positions in Å, forces in eV/Å.

F_max in eV/A: 3.85
Energy relative to the best compared isomer or geometry (same formula, charge and spin) in kJ/mol: 219.3
Charge: 0
DFT total energy in eV: -20211.5513



What did the second record say?
# C2H7IOSi

2 unconnected molecules or ions with the total composition C2H7IOSi at a distorted geometry (ωB97M-V/def2-TZVPD, OMol25).

Structure (XYZ):
```
12
Properties=species:S:1:pos:R:3:forces:R:3:mulliken_charge:R:1
C -0.06215 1.02268 -0.08661 0.991 -0.892 0.424 -0.808
C 0.43142 0.13200 -1.22000 -3.044 -2.006 1.252 -0.307
O 0.81668 -1.06062 -0.54532 1.552 -0.788 -0.320 -0.489
Si -1.07921 -3.64800 2.06858 0.673 0.095 0.301 0.156
I -0.52181 -1.78346 3.72142 -0.447 -0.487 -0.579 -0.117
H -0.72084 1.66808 -0.53813 -1.612 2.228 -0.549 0.352
H -0.61698 0.43185 0.67271 0.373 0.156 -0.688 0.174
H 0.74151 1.54901 0.44022 -0.101 0.008 -0.230 0.291
H 1.22773 0.47363 -1.83112 0.525 0.728 -0.674 0.306
H -0.47993 -0.23070 -1.84484 1.596 1.022 0.664 0.199
H -2.49700 -3.32682 1.66758 -0.173 0.453 0.223 -0.048
H 1.73337 -0.88845 -0.27933 -0.331 -0.517 0.177 0.290
```
Positions in Å, forces in eV/Å.

F_max in eV/A: 3.85
Energy relative to the best compared isomer or geometry (same formula, charge and spin) in kJ/mol: 219.3
Charge: 0
DFT total energy in eV: -20211.5513